1.
Entry from OMol25: a 2-piece molecular cluster, C5H8O2 overall at a distorted geometry (the ωB97M-V functional and the def2-TZVPD basis).

Structure (XYZ):
```
15
Properties=species:S:1:pos:R:3:forces:R:3:mulliken_charge:R:1
C 1.641 -0.283 0.376 0.8 0.7 0.1 -1.140
C -0.363 -0.279 -0.164 -1.0 -0.2 -0.4 0.758
C -1.079 -0.378 1.156 -0.3 -0.1 0.1 -1.184
C 0.610 0.806 -0.257 0.9 -0.9 0.5 -0.416
C -1.515 0.824 -2.097 -1.3 0.3 -1.7 0.132
O -2.001 0.419 -3.039 0.5 0.3 0.8 -0.204
O -0.506 -1.102 -1.054 -0.2 -0.2 0.4 -0.662
H 2.224 -0.648 -0.466 0.4 0.2 0.2 0.363
H 2.196 0.227 1.142 0.8 0.0 0.1 0.331
H 1.273 -1.221 0.851 -0.3 1.0 -0.3 0.348
H -2.072 0.030 0.957 -0.1 -0.1 0.2 0.337
H -1.162 -1.426 1.446 -0.2 0.1 0.0 0.352
H -0.615 0.201 1.963 -0.1 -0.1 -0.3 0.326
H 0.419 1.718 0.336 0.2 -0.8 0.0 0.312
H 0.923 1.089 -1.268 -0.1 -0.4 0.3 0.347
```
Positions in Å, forces in eV/Å.

Summary:
Total charge: 0
Lowest unoccupied orbital energy (eV): 0.9
ΔE to the lowest compared entry with this formula, charge and spin (eV): 1.810
HOMO-LUMO gap (eV): 10.41
E_HOMO (eV): -9.51

---

2.
Entry from OMol25: C5H8O2 as an isolated structure at a distorted geometry (the ωB97M-V functional and the def2-TZVPD basis).

Structure (XYZ):
```
15
Properties=species:S:1:pos:R:3:forces:R:3:mulliken_charge:R:1
O -2.095 0.458 0.850 -0.1 0.9 0.7 -0.434
C -0.861 -0.081 0.563 0.9 -1.2 1.7 -0.086
C -0.727 -0.468 -0.990 0.0 -0.4 0.6 -0.840
C 0.672 0.149 -1.198 -0.1 -0.2 -0.2 -0.088
C 1.432 -0.355 0.033 0.2 0.0 0.1 -0.503
C 0.448 0.663 0.655 0.1 0.4 0.3 -0.189
O 0.538 1.447 -0.553 0.0 0.2 -0.1 -0.505
H -1.967 0.358 1.807 -1.6 0.9 -0.2 0.410
H -0.725 -0.632 1.871 0.5 -0.7 -3.8 0.150
H -0.782 -1.541 -1.162 0.1 -0.1 -0.1 0.310
H -1.473 0.023 -1.644 0.1 -0.1 0.8 0.281
H 1.109 0.212 -2.200 -0.2 -0.1 0.3 0.435
H 1.366 -1.420 0.284 0.0 0.3 0.0 0.250
H 2.454 0.016 0.079 0.0 0.0 0.0 0.266
H 0.610 1.170 1.606 0.2 0.2 -0.2 0.544
```
Positions in Å, forces in eV/Å.

Summary:
Total charge: 0
Lowest unoccupied orbital energy (eV): 0.7
ΔE to the lowest compared entry with this formula, charge and spin (eV): 4.045
HOMO-LUMO gap (eV): 10.01
E_HOMO (eV): -9.32

---

3.
Entry from OMol25: C5H8O2 in the gas phase (the ωB97M-V functional and the def2-TZVPD basis).

Structure (XYZ):
```
15
Properties=species:S:1:pos:R:3:forces:R:3:mulliken_charge:R:1
C -0.391 -0.443 1.795 0.1 0.2 -0.3 -1.168
C -0.630 0.410 0.510 0.5 0.3 0.5 1.000
O -1.470 1.332 0.559 0.2 -0.3 -0.4 -0.752
C 0.731 0.783 -0.395 -0.7 -0.4 -0.2 0.057
O 0.640 1.821 -1.205 0.2 0.0 0.7 -0.437
C -0.448 -0.623 -0.867 -0.1 -0.4 -0.5 -0.768
C 1.058 -0.466 -1.109 0.1 -0.2 0.2 -0.504
H -1.299 -0.972 2.139 0.2 0.3 -0.6 0.323
H 0.401 -1.184 1.651 0.0 0.1 0.1 0.307
H -0.111 0.232 2.613 0.0 -0.1 -0.3 0.313
H 0.226 2.558 -0.720 -0.4 -0.2 0.0 0.369
H -1.019 -0.282 -1.728 -0.1 0.2 0.3 0.314
H -0.722 -1.636 -0.563 0.0 0.4 0.3 0.397
H 1.662 -1.160 -0.529 -0.1 0.0 -0.1 0.275
H 1.371 -0.371 -2.151 0.0 0.1 0.3 0.272
```
Positions in Å, forces in eV/Å.

Summary:
Total charge: 0
Lowest unoccupied orbital energy (alpha / beta) (eV): 0.4 / 0.4
ΔE to the lowest compared entry with this formula, charge and spin (eV): 3.177
HOMO-LUMO gap (alpha / beta) (eV): 9.06 / 9.06
E_HOMO (alpha / beta) (eV): -8.67 / -8.67

---

4.
Entry from OMol25: C5H8O2 in the gas phase at a distorted geometry (the ωB97M-V functional and the def2-TZVPD basis).

Structure (XYZ):
```
15
Properties=species:S:1:pos:R:3:forces:R:3:mulliken_charge:R:1
C -1.701 0.192 0.315 -0.1 2.2 -0.6 -0.569
C -1.510 -2.073 0.599 0.4 -2.4 -0.1 -0.488
C 2.075 0.645 -0.500 -0.4 0.1 -0.4 -1.497
C -0.408 0.669 -0.073 -0.3 -0.3 0.6 1.050
C 0.759 -0.002 -0.177 0.4 -0.3 0.0 -0.100
O -2.217 -1.011 0.340 0.2 -0.1 0.6 -0.305
O -0.470 2.033 -0.279 0.0 -0.1 0.1 -0.543
H 0.417 2.383 -0.419 -0.1 -0.1 0.0 0.308
H -2.465 0.952 0.421 0.0 -0.1 -0.2 0.365
H -2.034 -3.012 0.563 -0.4 0.1 -0.1 0.287
H -0.511 -2.136 0.992 0.1 0.9 0.0 0.297
H 0.794 -1.063 -0.017 -0.2 0.0 0.1 0.130
H 2.881 -0.072 -0.389 0.1 0.0 0.0 0.344
H 2.096 1.007 -1.536 0.1 0.1 0.1 0.347
H 2.293 1.488 0.159 0.0 0.1 0.0 0.375
```
Positions in Å, forces in eV/Å.

Summary:
Total charge: 0
Lowest unoccupied orbital energy (alpha / beta) (eV): 0.3 / 0.7
ΔE to the lowest compared entry with this formula, charge and spin (eV): 4.274
HOMO-LUMO gap (alpha / beta) (eV): 7.73 / 7.90
E_HOMO (alpha / beta) (eV): -7.42 / -7.15

---

5.
Entry from OMol25: a 2-piece molecular cluster, C5H8O2 overall at a distorted geometry (the ωB97M-V functional and the def2-TZVPD basis).

Structure (XYZ):
```
15
Properties=species:S:1:pos:R:3:forces:R:3:mulliken_charge:R:1
C -0.053 0.158 0.431 2.2 0.9 -0.2 -0.875
C 1.049 0.818 -0.012 -1.2 -1.4 -0.7 0.124
C 1.173 1.412 -1.371 -0.4 -0.4 1.1 -0.062
C 2.232 2.115 -1.726 1.1 0.9 -0.5 -0.674
H -0.965 0.159 -0.110 -0.7 -0.1 -0.5 0.199
H -0.017 -0.407 1.344 -0.1 0.2 0.3 0.272
H 1.943 0.798 0.596 0.1 0.1 0.1 0.272
H 0.369 1.219 -2.077 -0.2 0.4 0.2 0.294
H 2.247 2.730 -2.665 0.2 -1.0 0.9 0.235
H 3.130 2.125 -1.060 -0.9 0.4 -0.6 0.206
O -3.021 -0.870 1.547 1.2 -2.3 0.2 -0.438
C -2.584 -2.000 1.419 -1.1 1.6 -0.4 0.150
O -1.320 -2.395 1.654 0.9 0.1 -0.6 -0.411
H -3.186 -2.847 1.082 -0.5 0.0 -0.2 0.350
H -0.998 -3.014 0.949 -0.7 0.5 1.0 0.358
```
Positions in Å, forces in eV/Å.

Summary:
Total charge: 0
SMILES: C=CC=C.O=CO
Lowest unoccupied orbital energy (eV): 0.5
ΔE to the lowest compared entry with this formula, charge and spin (eV): 2.076
HOMO-LUMO gap (eV): 9.20
E_HOMO (eV): -8.74

---

6.
Entry from OMol25: C5H8O2 as an isolated structure at a distorted geometry (the ωB97M-V functional and the def2-TZVPD basis).

Structure (XYZ):
```
15
Properties=species:S:1:pos:R:3:forces:R:3:mulliken_charge:R:1
C 1.807 0.346 -0.742 0.1 0.1 -0.3 -1.162
C 0.872 -0.589 -0.099 0.4 -0.4 -0.7 0.670
O 1.239 -1.746 0.152 -0.1 0.4 -0.4 -0.581
C -0.417 -0.179 0.550 0.3 -0.3 -0.4 0.740
O -0.135 -0.745 1.780 -0.2 -1.9 -0.3 -0.743
C -1.773 -0.286 -0.110 0.0 -0.1 -0.1 -0.727
C -1.175 1.073 0.175 0.2 0.0 0.3 -0.624
H 2.701 -0.203 -1.035 0.0 0.2 -0.1 0.355
H 1.324 0.843 -1.581 0.1 0.1 -0.1 0.332
H 2.065 1.113 0.000 -0.1 -0.1 -0.1 0.302
H 0.397 -1.719 1.235 -1.3 2.2 1.9 0.439
H -2.578 -0.611 0.549 0.3 0.0 -0.1 0.277
H -1.859 -0.629 -1.138 0.0 0.1 0.1 0.252
H -0.851 1.655 -0.694 0.1 -0.2 0.4 0.210
H -1.617 1.676 0.961 0.0 -0.2 0.0 0.259
```
Positions in Å, forces in eV/Å.

Summary:
Total charge: 0
Lowest unoccupied orbital energy (eV): 0.6
ΔE to the lowest compared entry with this formula, charge and spin (eV): 2.805
HOMO-LUMO gap (eV): 9.69
E_HOMO (eV): -9.08

---

7.
Entry from OMol25: C5H8O2 in the gas phase (the ωB97M-V functional and the def2-TZVPD basis).

Structure (XYZ):
```
15
Properties=species:S:1:pos:R:3:forces:R:3:mulliken_charge:R:1
C 1.542 0.229 -1.200 0.1 0.0 0.0 -1.056
C 0.554 -0.753 -0.608 0.1 -0.2 -0.1 0.738
O 0.898 -1.859 -0.246 -0.1 0.4 -0.2 -0.579
C -0.073 0.454 1.569 -0.4 -0.1 0.1 -0.371
O -0.581 -0.470 2.355 0.3 0.1 0.0 -0.320
C -0.909 -0.315 -0.527 0.0 -0.2 -0.1 -0.696
C -1.129 0.788 0.547 0.1 0.2 0.1 -0.366
H 1.686 -0.027 -2.257 0.0 0.0 0.1 0.353
H 1.194 1.265 -1.135 0.0 -0.2 0.0 0.275
H 2.502 0.128 -0.689 -0.2 0.0 -0.1 0.308
H 0.140 -0.809 2.908 -0.2 0.1 0.1 0.412
H -1.492 -1.201 -0.264 0.1 0.1 0.0 0.314
H -1.229 0.053 -1.508 0.1 0.0 0.1 0.336
H -0.944 1.781 0.127 0.0 -0.2 0.1 0.319
H -2.158 0.737 0.927 0.2 0.0 0.0 0.334
```
Positions in Å, forces in eV/Å.

Summary:
Total charge: 0
Lowest unoccupied orbital energy (eV): 0.6
ΔE to the lowest compared entry with this formula, charge and spin (eV): 2.846
HOMO-LUMO gap (eV): 9.29
E_HOMO (eV): -8.71

---

8.
Entry from OMol25: C5H8O2 as an isolated structure at a distorted geometry (the ωB97M-V functional and the def2-TZVPD basis).

Structure (XYZ):
```
15
Properties=species:S:1:pos:R:3:forces:R:3:mulliken_charge:R:1
C -0.961 0.414 -0.055 1.6 -0.1 1.9 -0.186
C -2.251 -0.294 -0.222 -0.5 0.1 1.2 -1.143
C 0.116 -0.359 0.558 0.7 -2.4 -4.2 0.878
C 1.554 -0.057 0.007 -0.4 0.3 1.5 0.506
C 1.991 1.098 -0.494 0.0 -0.3 0.1 -1.018
O 2.320 -1.135 0.207 -0.1 -0.4 0.2 -0.567
O -0.042 -1.541 0.973 -0.1 1.8 0.6 -0.755
H 1.707 -1.789 0.646 0.4 0.4 -0.3 0.379
H -0.735 1.236 -0.731 0.4 -0.1 0.5 0.295
H -0.367 0.798 1.198 -1.9 0.5 -1.1 0.167
H 1.337 1.944 -0.616 -0.1 0.1 0.1 0.231
H 3.030 1.213 -0.765 0.0 -0.1 -0.1 0.295
H -2.064 -1.249 -0.718 0.1 0.1 -0.1 0.280
H -2.640 -0.574 0.761 -0.2 0.0 -0.2 0.278
H -2.995 0.295 -0.749 0.0 0.0 0.0 0.358
```
Positions in Å, forces in eV/Å.

Summary:
Total charge: 0
Lowest unoccupied orbital energy (eV): 0.2
ΔE to the lowest compared entry with this formula, charge and spin (eV): 3.310
HOMO-LUMO gap (eV): 9.05
E_HOMO (eV): -8.89

---

9.
Entry from OMol25: C5H8O2 in the gas phase (the ωB97M-V functional and the def2-TZVPD basis).

Structure (XYZ):
```
15
Properties=species:S:1:pos:R:3:forces:R:3:mulliken_charge:R:1
O -2.817 -1.782 0.524 0.2 0.9 -0.2 -0.400
C -2.443 -0.711 0.236 -0.2 -0.6 0.2 0.569
C -1.998 0.484 -0.088 -0.1 -0.1 0.0 -0.769
C -0.521 0.744 -0.301 0.1 0.0 0.0 -0.198
C 0.304 -0.521 -0.066 0.0 0.0 0.0 -0.497
C 1.791 -0.405 -0.372 -0.1 -0.3 -0.2 -0.801
O 2.471 0.508 0.469 0.0 0.3 -0.1 -0.516
H -2.742 1.266 -0.199 0.1 -0.1 0.0 0.333
H -0.190 1.537 0.384 -0.1 -0.1 -0.1 0.261
H -0.361 1.118 -1.323 0.0 -0.1 0.1 0.282
H 0.190 -0.830 0.981 0.0 0.0 -0.1 0.352
H -0.100 -1.332 -0.689 0.1 0.1 0.1 0.401
H 2.258 -1.381 -0.202 0.0 0.1 0.0 0.328
H 1.942 -0.155 -1.435 0.0 0.0 0.2 0.345
H 2.349 1.395 0.114 0.0 -0.1 0.1 0.309
```
Positions in Å, forces in eV/Å.

Summary:
Total charge: 0
SMILES: O=C=CCCCO
Lowest unoccupied orbital energy (eV): 0.7
ΔE to the lowest compared entry with this formula, charge and spin (eV): 1.362
HOMO-LUMO gap (eV): 9.64
E_HOMO (eV): -8.91

---

10.
Entry from OMol25: C5H8O2 in the gas phase (the ωB97M-V functional and the def2-TZVPD basis).

Structure (XYZ):
```
15
Properties=species:S:1:pos:R:3:forces:R:3:mulliken_charge:R:1
O 2.120 -1.047 0.986 -0.6 0.1 0.2 -0.478
C 1.007 -0.833 1.406 0.3 -0.1 -0.2 -0.447
C -0.103 -0.218 0.571 0.2 -0.1 -0.1 1.468
O -1.225 0.062 1.383 -0.1 0.1 0.1 -0.584
C 0.334 0.946 -0.349 0.1 0.2 0.0 -0.970
C -0.254 0.217 -1.580 0.0 0.0 -0.1 -0.392
C -0.514 -1.027 -0.695 -0.1 -0.2 0.0 -1.014
H 0.712 -1.072 2.454 0.1 0.0 -0.2 0.368
H -1.124 0.942 1.770 0.0 -0.2 -0.1 0.377
H -0.141 1.894 -0.079 0.1 -0.1 -0.1 0.289
H 1.421 1.068 -0.368 -0.2 0.0 -0.1 0.277
H 0.447 0.073 -2.408 -0.2 0.0 0.2 0.284
H -1.168 0.677 -1.968 0.2 -0.1 0.1 0.243
H -1.548 -1.378 -0.643 0.2 0.1 0.0 0.321
H 0.145 -1.874 -0.912 -0.1 0.2 0.1 0.260
```
Positions in Å, forces in eV/Å.

Summary:
Total charge: 0
SMILES: O=CC1(O)CCC1
Lowest unoccupied orbital energy (eV): 0.7
ΔE to the lowest compared entry with this formula, charge and spin (eV): 1.379
HOMO-LUMO gap (eV): 10.35
E_HOMO (eV): -9.63

---

11.
Entry from OMol25: C5H8O2 as an isolated structure at a distorted geometry (the ωB97M-V functional and the def2-TZVPD basis).

Structure (XYZ):
```
15
Properties=species:S:1:pos:R:3:forces:R:3:mulliken_charge:R:1
C 0.061 0.192 1.702 1.4 -0.3 0.4 -1.434
C 0.234 0.345 0.237 0.3 -0.2 -0.2 1.298
O 0.684 1.609 -0.196 -0.2 0.2 0.3 -0.589
C 1.036 -0.731 -0.652 -0.2 0.3 0.3 -0.762
C -0.144 -0.898 -1.489 1.0 -1.3 -2.2 -0.233
O -1.216 -1.308 -0.794 -0.4 1.2 0.8 -0.322
C -1.209 0.035 -0.178 -0.8 0.1 1.7 -0.754
H -0.097 -0.842 2.019 -0.1 0.2 -0.1 0.371
H 0.702 0.741 2.395 -0.1 0.1 0.0 0.358
H -1.446 0.151 1.077 -1.1 -0.4 -1.5 0.377
H 0.225 2.253 0.360 0.1 0.1 -0.2 0.365
H 1.908 -0.308 -1.149 -0.1 0.0 0.1 0.334
H 1.282 -1.626 -0.081 0.0 0.1 0.0 0.250
H -0.308 -0.388 -2.439 0.1 -0.1 0.2 0.402
H -1.713 0.776 -0.811 0.1 -0.1 0.2 0.339
```
Positions in Å, forces in eV/Å.

Summary:
Total charge: 0
Lowest unoccupied orbital energy (alpha / beta) (eV): -0.3 / 0.5
ΔE to the lowest compared entry with this formula, charge and spin (eV): 6.609
HOMO-LUMO gap (alpha / beta) (eV): 7.17 / 8.78
E_HOMO (alpha / beta) (eV): -7.51 / -8.28

---

12.
Entry from OMol25: a 3-piece molecular cluster, C5H8O2 overall at a distorted geometry (the ωB97M-V functional and the def2-TZVPD basis).

Structure (XYZ):
```
15
Properties=species:S:1:pos:R:3:forces:R:3:mulliken_charge:R:1
O 1.363 -1.916 -2.019 -1.6 1.7 -0.7 -0.431
C -0.166 0.230 -1.664 -2.6 1.1 -0.2 -0.959
C -0.394 0.066 -0.145 0.8 -0.3 0.0 0.298
C -0.400 1.254 0.898 -0.2 0.0 -0.4 -0.606
C 0.206 0.339 1.954 0.3 0.0 -0.1 0.457
O 0.434 0.483 3.124 -0.2 -0.2 -0.6 -0.549
C 0.426 -0.801 0.961 -0.3 -0.2 -0.5 -0.556
H 0.656 -1.232 -2.397 1.6 -1.9 0.6 0.448
H 0.475 1.118 -2.074 -1.4 -1.8 0.5 0.320
H -1.561 -0.094 -2.306 4.6 1.1 1.4 0.264
H -1.340 -0.401 -0.209 -1.1 -0.3 0.8 0.166
H 0.298 2.070 0.692 -0.1 0.0 -0.2 0.277
H -1.383 1.657 1.144 0.1 0.1 -0.1 0.287
H 1.470 -1.043 0.760 0.0 0.1 -0.1 0.297
H -0.083 -1.729 1.282 0.2 0.4 -0.4 0.288
```
Positions in Å, forces in eV/Å.

Summary:
Total charge: 0
Lowest unoccupied orbital energy (alpha / beta) (eV): -1.6 / -1.3
ΔE to the lowest compared entry with this formula, charge and spin (eV): 8.072
HOMO-LUMO gap (alpha / beta) (eV): 7.76 / 8.48
E_HOMO (alpha / beta) (eV): -9.32 / -9.82

---

- What is the total charge in the sixth record?
  0

---

- Among the records above, which one has the lowest ΔE to the lowest compared entry with this formula, charge and spin?
  number 9

---

- The highest ΔE to the lowest compared entry with this formula, charge and spin belongs to which entry?
  number 12